{"formula": "C37H40O2P2Sr", "method": "the ωB97M-V functional and the def2-TZVPD basis", "homo_lumo_gap_ha": [0.1759, 0.1664], "lumo_energy_ev": [-0.078, -0.090], "mol_weight_g_mol": 666.29, "e_above_lowest_kcal_mol": 25.3, "spin_multiplicity": 1, "symbols": ["Sr", "P", "P", "O", "O", "C", "C", "C", "C", "C", "C", "C", "C", "C", "C", "C", "C", "C", "C", "C", "C", "C", "C", "C", "C", "C", "C", "C", "C", "C", "C", "C", "C", "C", "C", "C", "C", "C", "C", "C", "C", "C", "H", "H", "H", "H", "H", "H", "H", "H", "H", "H", "H", "H", "H", "H", "H", "H", "H", "H", "H", "H", "H", "H", "H", "H", "H", "H", "H", "H", "H", "H", "H", "H", "H", "H", "H", "H", "H", "H", "H", "H"], "positions_angstrom": [[-1.1718, 0.7346, 1.8744], [0.0769, 1.6506, -0.7341], [-1.8249, -1.5094, -0.0359], [-2.8848, 3.8224, 0.1529], [-3.0233, 2.2297, 1.7443], [0.4161, -0.0154, -1.2448], [0.7228, 3.7227, -4.2751], [-2.4839, -4.1868, -0.7935], [0.9186, 2.7400, -3.2911], [-5.0463, 2.9530, 0.5899], [-1.7219, -2.6264, 3.8366], [3.3423, 0.6882, -0.3817], [-0.3573, 4.6106, -4.1984], [0.4739, -3.1948, 3.0130], [-1.0373, 3.5999, -2.1416], [2.9599, -2.3077, -0.3642], [1.2772, 2.4605, 3.0516], [-0.4379, -3.1154, 4.0772], [3.9786, -0.0965, -1.4760], [1.5014, 4.5115, 1.7854], [-3.5476, -3.3442, -3.2633], [-3.6877, -4.6795, -2.8573], [0.1015, -2.7826, 1.7227], [-3.5513, -0.6687, 0.5633], [1.2127, 1.7609, 1.8428], [4.2567, -1.9032, 1.7748], [0.0572, 2.7143, -2.1733], [-3.1509, -5.0990, -1.6305], [3.9349, -1.6297, -1.2995], [-2.8583, -2.4389, -2.4464], [1.2409, 3.8344, 0.5918], [-3.5525, 3.0407, 0.8201], [3.6075, 0.4245, 0.9037], [-2.1071, -2.2875, 2.5434], [-1.1988, -2.2819, 1.4713], [4.6833, -0.4701, 1.3958], [-0.2896, -1.1712, -0.9706], [3.1314, -2.4599, 0.9590], [1.0213, 2.4469, 0.6033], [-1.2700, 4.5182, -3.1403], [1.4758, 3.8455, 3.0168], [-2.4160, -2.8337, -1.1661], [4.9564, -1.9057, -0.9926], [-3.8733, -0.1958, 1.5428], [2.6295, -3.2437, 1.5248], [-2.6641, -1.4195, -2.7951], [1.7457, 2.0333, -3.3770], [-1.6985, 3.5438, -1.2762], [1.5941, 4.3817, 3.9658], [5.1616, 0.0062, 2.2741], [-0.5021, 5.3763, -4.9572], [1.4652, -3.6200, 3.2207], [0.8198, -2.8544, 0.9044], [3.2157, 1.0108, 1.7308], [5.4249, -0.5597, 0.5945], [-3.8131, 0.0918, -0.1737], [1.2143, 1.8983, 3.9894], [-5.2566, 2.7173, -0.4621], [2.2193, -2.9243, -0.8548], [-5.5195, 3.9286, 0.7378], [1.6834, 5.5790, 1.7967], [-4.2309, -5.3815, -3.4973], [-2.0155, -4.5355, 0.1301], [-2.4726, -2.5417, 4.6283], [3.5728, 0.1928, -2.4443], [-3.9963, -3.0094, -4.2049], [1.4284, 0.6761, 1.8309], [5.0252, 0.2151, -1.5312], [3.7753, -2.0709, -2.3009], [-2.1508, 5.1518, -3.0774], [4.0101, -1.9529, 2.8516], [-3.1527, -2.0414, 2.3535], [5.1441, -2.5589, 1.6674], [-3.2802, -6.1379, -1.3182], [1.4182, 3.7959, -5.1206], [-4.2065, -1.4985, 0.4622], [-0.1743, -3.4647, 5.0833], [0.0557, -2.0581, -1.5306], [1.1655, -0.0440, -2.0235], [2.8809, 1.6033, -0.7314], [1.1444, 4.3841, -0.3343], [-5.5156, 2.2257, 1.2636]], "forces_ev_per_angstrom": [[-1.8, 0.2, 0.1], [-1.3, -1.2, 0.5], [2.3, 0.2, 0.6], [-0.3, 0.1, 0.3], [-0.7, 0.9, -1.3], [0.3, 0.4, 0.0], [0.0, -0.2, 0.0], [-0.4, 0.1, -0.3], [-0.2, 0.4, 0.4], [-0.4, -0.1, 0.1], [-0.3, -0.1, -0.3], [0.9, 0.2, 0.5], [-0.2, -0.2, 0.3], [-0.3, 0.1, -0.5], [0.2, -0.5, 0.6], [0.5, -0.4, 0.8], [0.5, 0.1, -0.5], [0.1, 0.0, 0.6], [0.0, 0.0, -0.1], [0.0, -0.4, 0.4], [0.3, -0.1, 0.2], [0.0, 0.3, 0.3], [0.8, -0.3, 0.3], [-0.6, 0.4, 0.5], [0.0, 0.5, -0.3], [0.4, 0.3, 0.4], [0.0, 0.8, -0.8], [0.1, 0.3, -0.3], [0.5, -0.3, -0.5], [-0.4, -0.4, 0.2], [-0.3, -0.2, 0.7], [1.2, -1.1, 1.3], [0.2, 1.1, 0.2], [-0.8, 0.1, 1.1], [-0.7, 1.1, -0.5], [0.6, -0.8, -0.2], [0.7, -0.8, -0.2], [0.8, -0.8, -0.5], [0.6, 0.0, 0.5], [0.5, 0.2, -0.6], [-0.4, -0.1, 0.3], [-0.5, 0.1, -0.6], [-0.4, -0.3, -0.1], [1.1, -0.5, -0.8], [-0.4, 0.3, -0.5], [-0.3, -0.3, 0.2], [-0.2, 0.2, 0.0], [0.1, 0.1, -0.4], [-0.1, -0.1, -0.5], [-0.1, -0.2, -0.5], [0.1, -0.2, 0.0], [-0.4, 0.3, -0.3], [-0.5, 0.1, 0.3], [0.1, 0.2, -0.6], [0.2, 0.1, 0.3], [0.2, -0.2, -0.3], [0.4, 0.3, -0.2], [0.2, -0.2, 0.3], [-0.3, 0.1, 0.0], [0.2, 0.0, 0.2], [0.0, 0.0, -0.2], [0.2, 0.2, 0.3], [-0.4, 0.2, -0.1], [0.4, -0.2, -0.2], [-0.3, 0.0, 0.0], [0.4, -0.1, 0.3], [-0.8, 0.4, 0.0], [0.2, -0.1, 0.0], [0.2, 0.1, 0.4], [0.2, 0.0, -0.1], [-0.1, 0.1, -0.4], [0.4, -0.1, 0.3], [-0.3, 0.1, 0.0], [0.2, 0.3, -0.1], [-0.3, -0.1, 0.4], [-1.0, -0.8, -0.3], [0.0, 0.2, -0.5], [-0.4, 0.5, -0.4], [0.2, -0.4, -0.1], [-0.5, -0.2, 0.5], [0.0, 0.0, 0.0], [0.1, 0.1, -0.3]], "lowdin_charge": [1.401, 0.974, 0.853, -0.022, -0.338, -0.375, -0.091, -0.067, -0.072, -0.024, -0.109, -0.119, -0.084, -0.093, -0.110, -0.100, -0.111, -0.118, -0.194, -0.054, -0.084, -0.092, -0.094, -0.249, -0.334, -0.179, -0.362, -0.083, -0.168, -0.089, -0.056, -0.670, -0.120, -0.184, -0.430, -0.182, -0.342, -0.131, -0.399, -0.069, -0.077, -0.327, 0.107, 0.040, 0.074, 0.109, 0.094, 0.053, 0.109, 0.122, 0.100, 0.099, 0.059, 0.082, 0.099, 0.029, 0.114, 0.082, 0.092, 0.077, 0.107, 0.102, 0.106, 0.107, 0.091, 0.104, 0.091, 0.114, 0.113, 0.110, 0.107, 0.078, 0.121, 0.102, 0.103, 0.008, 0.098, 0.065, 0.041, 0.087, 0.109, 0.072]}